The following is a quantum chemistry calculation of the molecule C4H6N2 at a distorted geometry, from OMol25.

Results
Lowest unoccupied orbital energy ... 1.0 eV
SMILES string ... Nc1ccc[nH]1
Energy above the lowest of the compared OMol25 structures with the same formula, charge and spin ... 46.7 kcal per mole
Strongest force on any atom ... 3.517 eV/A
Gap between HOMO and LUMO ... 9.187 eV

The geometry in ORCA input format:
```
! RIJCOSX wB97M-V def2-TZVPD def2/J DEFGRID3
* xyz 0 1
N -0.159 -1.851 -0.633
C -0.110 -0.499 -0.256
C 1.142 -0.016 -0.128
C 0.986 1.323 0.432
C -0.372 1.519 0.603
N -1.052 0.385 0.212
H -0.442 -2.113 -1.556
H -0.288 -2.526 0.099
H 1.560 -1.041 -0.466
H 1.705 2.093 0.704
H -0.933 2.370 0.985
H -2.037 0.356 0.005
*
```

---

The following is a quantum chemistry calculation of the molecule C4H6N2 at a distorted geometry, from OMol25.

Results
Lowest unoccupied orbital energy ... 0.6 eV
SMILES string ... C1=NCN2C[C@@H]12
Energy above the lowest of the compared OMol25 structures with the same formula, charge and spin ... 95.4 kcal per mole
Strongest force on any atom ... 2.124 eV/A
Gap between HOMO and LUMO ... 9.047 eV

The geometry in ORCA input format:
```
! RIJCOSX wB97M-V def2-TZVPD def2/J DEFGRID3
* xyz 0 1
C 1.521 -0.191 -0.411
N 1.356 1.072 -0.250
C 0.060 1.195 0.344
N -0.383 -0.090 0.967
C -1.269 -0.517 -0.116
C 0.397 -0.954 0.121
H 2.378 -0.607 -0.941
H -0.595 1.268 -0.575
H -0.092 2.054 0.987
H -1.794 -1.459 -0.104
H -2.036 0.247 -0.371
H 0.456 -2.020 0.350
*
```

---

The following is a quantum chemistry calculation of the molecule C4H6N2, from OMol25.

Results
Lowest unoccupied orbital energy ... 1.0 eV
SMILES string ... [H]/N=C/CN=C=C
Energy above the lowest of the compared OMol25 structures with the same formula, charge and spin ... 51.4 kcal per mole
Strongest force on any atom ... 0.807 eV/A
Gap between HOMO and LUMO ... 10.109 eV

The geometry in ORCA input format:
```
! RIJCOSX wB97M-V def2-TZVPD def2/J DEFGRID3
* xyz 0 1
H 2.236 0.215 1.664
N 2.090 -0.126 0.711
C 0.925 -0.609 0.594
C 0.431 -1.163 -0.718
N -0.861 -0.596 -1.125
C -1.237 0.452 -0.613
C -1.648 1.576 -0.077
H 0.186 -0.633 1.408
H 1.168 -0.953 -1.499
H 0.311 -2.251 -0.654
H -1.353 2.523 -0.516
H -2.249 1.567 0.825
*
```

---

The following is a quantum chemistry calculation of a cluster of 2 separate species, C4H6N2 in total at a distorted geometry, from OMol25.

Results
Lowest unoccupied orbital energy (spin up / spin down) ... 0.1 / 0.1 eV
Energy above the lowest of the compared OMol25 structures with the same formula, charge and spin ... 134.5 kcal per mole
Strongest force on any atom ... 4.344 eV/A
Gap between HOMO and LUMO (spin up / spin down) ... 8.520 / 8.521 eV

The geometry in ORCA input format:
```
! RIJCOSX wB97M-V def2-TZVPD def2/J DEFGRID3
* xyz 0 1
C 0.164 -0.528 0.862
C 1.623 -2.078 0.301
C -0.781 0.588 0.825
C -0.770 1.765 -0.115
N 0.298 0.309 1.790
N 1.228 -2.985 -0.358
H 2.474 -1.840 0.930
H -1.728 0.461 1.315
H 0.277 1.834 -0.324
H -1.037 2.667 0.381
H -1.377 1.625 -0.959
H 1.661 -3.999 -0.421
*
```

---

The following is a quantum chemistry calculation of the ion C4H6N2 with charge +2 at a distorted geometry, from OMol25.

Results
Lowest unoccupied orbital energy ... -13.1 eV
SMILES string ... C=[N+]1C=[N+]=CC1
Energy above the lowest of the compared OMol25 structures with the same formula, charge and spin ... 71.8 kcal per mole
Strongest force on any atom ... 3.859 eV/A
Gap between HOMO and LUMO ... 8.786 eV

The geometry in ORCA input format:
```
! RIJCOSX wB97M-V def2-TZVPD def2/J DEFGRID3
* xyz 2 1
C -1.450 0.735 -0.133
N -0.245 0.418 0.157
C 0.793 1.358 0.081
N 1.905 0.811 -0.118
C 1.916 -0.513 -0.031
C 0.519 -0.931 0.034
H -2.140 0.155 -0.692
H -1.875 1.649 0.118
H 0.859 2.517 -0.053
H 2.916 -0.933 0.148
H 0.033 -1.392 -0.762
H 0.154 -1.578 0.961
*
```

---

The following is a quantum chemistry calculation of the molecule C4H6N2O at a distorted geometry, from OMol25.

Results
Lowest unoccupied orbital energy (spin up / spin down) ... -0.1 / -0.6 eV
Energy above the lowest of the compared OMol25 structures with the same formula, charge and spin ... 126.8 kcal per mole
Strongest force on any atom ... 3.374 eV/A
Gap between HOMO and LUMO (spin up / spin down) ... 8.993 / 7.414 eV

The geometry in ORCA input format:
```
! RIJCOSX wB97M-V def2-TZVPD def2/J DEFGRID3
* xyz 0 1
N -0.843 -2.161 -1.049
C 0.370 -1.861 -1.159
O 0.881 -0.690 -0.663
C 0.047 0.198 -0.096
C 0.666 1.162 0.809
C -0.655 1.964 1.189
N -1.105 2.429 2.191
H -1.038 -3.058 -1.485
H 1.179 -2.417 -1.631
H -0.988 -0.108 -0.035
H -1.039 1.838 0.024
H 1.327 0.718 1.578
H 1.200 1.986 0.328
*
```

---

The following is a quantum chemistry calculation of a cluster of 2 separate species, C4H6N2O in total at a distorted geometry, from OMol25.

Results
Lowest unoccupied orbital energy (spin up / spin down) ... -1.1 / -1.0 eV
Energy above the lowest of the compared OMol25 structures with the same formula, charge and spin ... 122.0 kcal per mole
Strongest force on any atom ... 2.302 eV/A
Gap between HOMO and LUMO (spin up / spin down) ... 8.071 / 8.078 eV

The geometry in ORCA input format:
```
! RIJCOSX wB97M-V def2-TZVPD def2/J DEFGRID3
* xyz 0 1
C -1.751 0.209 -1.403
C -1.271 1.226 -0.450
N -0.826 1.894 0.405
C 1.112 0.249 -0.354
C 1.203 -0.653 0.809
O 2.289 -0.783 1.645
N 0.165 -1.389 0.974
H -2.843 0.237 -1.471
H -1.422 -0.782 -1.039
H -1.307 0.354 -2.388
H 1.579 1.273 -0.260
H 2.885 -0.017 1.625
H 0.189 -1.816 1.908
*
```

---

The following is a quantum chemistry calculation of a cluster of 2 separate species, C4H6N2O in total, from OMol25.

Results
Lowest unoccupied orbital energy (spin up / spin down) ... 0.5 / 0.5 eV
Energy above the lowest of the compared OMol25 structures with the same formula, charge and spin ... 158.2 kcal per mole
Strongest force on any atom ... 0.589 eV/A
Gap between HOMO and LUMO (spin up / spin down) ... 9.265 / 9.265 eV

The geometry in ORCA input format:
```
! RIJCOSX wB97M-V def2-TZVPD def2/J DEFGRID3
* xyz 0 1
C -2.402 0.637 0.226
O -1.636 -0.511 -0.174
C -0.352 -0.333 -0.376
N 0.348 0.681 -0.445
N 1.457 1.197 -0.164
C 2.617 -1.062 0.195
C 1.680 -1.819 0.082
H -3.412 0.275 0.418
H -1.976 1.080 1.132
H -2.407 1.369 -0.588
H 1.821 1.639 -1.017
H 3.520 -0.513 0.342
H 0.921 -2.560 -0.019
*
```

---

The following is a quantum chemistry calculation of the molecule C4H6N2O, from OMol25.

Results
Lowest unoccupied orbital energy ... 0.7 eV
SMILES string ... Cc1ncc(O)[nH]1
Energy above the lowest of the compared OMol25 structures with the same formula, charge and spin ... 13.8 kcal per mole
Strongest force on any atom ... 0.396 eV/A
Gap between HOMO and LUMO ... 8.828 eV

The geometry in ORCA input format:
```
! RIJCOSX wB97M-V def2-TZVPD def2/J DEFGRID3
* xyz 0 1
C -0.710 -1.941 -0.687
C 0.001 -0.698 -0.265
N 1.148 -0.277 -0.732
C 1.370 0.962 -0.159
C 0.322 1.282 0.653
O -0.015 2.366 1.400
N -0.539 0.217 0.602
H -0.226 -2.300 -1.598
H -1.760 -1.716 -0.918
H -0.690 -2.738 0.065
H 2.251 1.552 -0.379
H 0.249 3.149 0.901
H -1.401 0.142 1.117
*
```

---

The following is a quantum chemistry calculation of the molecule C4H6N2O at a distorted geometry, from OMol25.

Results
Lowest unoccupied orbital energy ... 0.7 eV
SMILES string ... [H]/N=C/OCCC#N
Energy above the lowest of the compared OMol25 structures with the same formula, charge and spin ... 32.4 kcal per mole
Strongest force on any atom ... 1.114 eV/A
Gap between HOMO and LUMO ... 11.441 eV

The geometry in ORCA input format:
```
! RIJCOSX wB97M-V def2-TZVPD def2/J DEFGRID3
* xyz 0 1
H 1.356 -2.413 0.865
N 1.021 -1.481 0.640
C 0.169 -1.090 1.488
O -0.410 0.123 1.438
C 0.008 0.956 0.358
C -0.774 0.608 -0.925
C 0.063 0.605 -2.126
N 0.720 0.600 -3.078
H -0.216 -1.643 2.349
H 1.083 0.839 0.204
H -0.212 1.973 0.685
H -1.211 -0.388 -0.819
H -1.599 1.311 -1.079
*
```

---

The following is a quantum chemistry calculation of the molecule C4H6N2O, from OMol25.

Results
Lowest unoccupied orbital energy (spin up / spin down) ... 0.1 / 0.1 eV
Energy above the lowest of the compared OMol25 structures with the same formula, charge and spin ... 84.6 kcal per mole
Strongest force on any atom ... 0.412 eV/A
Gap between HOMO and LUMO (spin up / spin down) ... 8.228 / 8.228 eV

The geometry in ORCA input format:
```
! RIJCOSX wB97M-V def2-TZVPD def2/J DEFGRID3
* xyz 0 1
N 0.192 -1.713 -1.642
C 0.089 -0.680 -0.682
C -0.855 0.360 -0.746
N -0.772 1.140 0.326
C 0.146 0.456 1.243
O 0.797 1.358 2.078
C 0.889 -0.560 0.457
H 0.231 -1.365 -2.595
H 1.042 -2.231 -1.441
H -1.589 0.563 -1.524
H -1.389 1.904 0.558
H 1.704 1.031 2.154
H -0.485 -0.264 1.814
*
```

---

The following is a quantum chemistry calculation of the molecule C4H6N2O, from OMol25.

Results
Lowest unoccupied orbital energy ... 0.6 eV
Energy above the lowest of the compared OMol25 structures with the same formula, charge and spin ... 62.1 kcal per mole
Strongest force on any atom ... 0.520 eV/A
Gap between HOMO and LUMO ... 9.669 eV

The geometry in ORCA input format:
```
! RIJCOSX wB97M-V def2-TZVPD def2/J DEFGRID3
* xyz 0 1
C 2.087 -0.303 0.127
C 0.616 -0.106 -0.006
N -0.190 -0.765 -0.726
C -1.480 -0.100 -0.551
C -1.367 0.968 0.536
O -2.492 -1.045 -0.368
N -0.059 0.932 0.736
H 2.393 -1.134 -0.510
H 2.357 -0.528 1.164
H 2.631 0.598 -0.176
H -1.634 0.491 -1.478
H -3.288 -0.550 -0.131
H 0.427 1.542 1.383
*
```